DFT (ωB97M-V with the def2-TZVPD basis set) results for C3H5N3 in the gas phase.

Each line ends with the natural charge from an NBO analysis.
CARTESIAN COORDINATES (ANGSTROEM)
C: 1.35 0.51 -0.80  -0.4074
N: 0.06 0.06 -0.25  -0.1929
C: -0.14 -1.06 0.47  0.1815
N: -1.30 -1.05 1.07  -0.4853
C: -1.81 0.15 0.71  0.1324
N: -1.04 0.88 -0.09  -0.2863
H: 1.44 0.42 -1.89  0.2126
H: 1.49 1.56 -0.52  0.2274
H: 2.15 -0.07 -0.35  0.2137
H: 0.58 -1.86 0.56  0.2022
H: -2.78 0.46 1.09  0.2021

Results
SMILES: Cn1cncn1
total energy: -7661.882 eV
energy above the lowest of the compared OMol25 structures with the same formula, charge and spin: 55.3 kJ/mol
gap between HOMO and LUMO: 10.852 eV
highest occupied orbital energy: -9.97 eV
multiplicity: 1